1 | C3H3ClN2 as an isolated structure. Source: OMol25; level of theory: ωB97M-V/def2-TZVPD.

For the highest occupied orbital energy (spin up / spin down), the calculation gives -8.12 / -8.12 eV. The value obtained for the lowest unoccupied orbital energy (spin up / spin down) is -0.6389 / -0.6401 eV.

```
! RIJCOSX wB97M-V def2-TZVPD def2/J DEFGRID3
* xyz 0 1
C 0.166 0.216 0.441
C 0.597 0.304 -0.859
C 0.685 1.536 -1.579
N -1.069 2.339 -1.900
N -1.896 2.698 -2.579
Cl 1.670 2.786 -0.868
H 0.077 -0.774 1.030
H -0.023 1.118 0.939
H 0.694 -0.601 -1.601
*
```


2 | An isolated molecule of C3H3ClN2. Source: OMol25; level of theory: ωB97M-V/def2-TZVPD.

For the highest occupied orbital energy, the calculation gives -7.88 eV. The value obtained for the lowest unoccupied orbital energy is 0.6561 eV. Its structure (SMILES) is Clc1ncc[nH]1.

```
! RIJCOSX wB97M-V def2-TZVPD def2/J DEFGRID3
* xyz 0 1
Cl -3.771 0.196 0.015
C -2.152 -0.153 -0.054
N -1.361 -1.756 -0.013
C -0.125 -1.335 0.010
C 0.089 0.034 0.002
N -1.124 0.660 -0.025
H 0.671 -2.057 0.052
H 1.004 0.584 -0.053
H -1.206 1.669 0.006
*
```


Which structure is the most stable? The one labeled 2.


1 | A 2-piece molecular cluster, C4H13N2O2 overall. Source: OMol25; level of theory: ωB97M-V/def2-TZVPD.

For the highest occupied orbital energy, the calculation gives -13.85 eV. The value obtained for the lowest unoccupied orbital energy is -3.2980 eV.

```
! RIJCOSX wB97M-V def2-TZVPD def2/J DEFGRID3
* xyz 1 1
N 0.169 1.860 -1.516
C 0.699 0.487 -1.266
C 0.616 0.249 0.253
N 0.546 -1.004 0.708
C 0.310 -2.245 -0.054
C -0.411 -3.258 0.805
O 0.654 1.246 0.959
H 0.631 2.613 -1.005
H -0.840 1.797 -1.275
H 0.237 1.986 -2.524
H 0.170 -0.246 -1.857
H 1.749 0.433 -1.542
H 0.337 -1.050 1.696
H -0.225 -2.013 -0.969
H 1.284 -2.654 -0.326
H -0.019 -3.381 1.810
H -0.180 -4.239 0.377
H -1.496 -3.224 0.724
H -1.403 1.911 1.107
H -2.295 2.940 0.390
O -1.915 2.058 0.288
*
```


2 | A 2-piece molecular cluster, C4H13N2O2 overall. Source: OMol25; level of theory: ωB97M-V/def2-TZVPD.

For the highest occupied orbital energy, the calculation gives -14.14 eV. The value obtained for the lowest unoccupied orbital energy is -3.1965 eV.

```
! RIJCOSX wB97M-V def2-TZVPD def2/J DEFGRID3
* xyz 1 1
O 1.648 -1.713 0.092
C 0.742 -1.715 -0.713
N 0.115 -2.801 -1.162
C 0.263 -0.378 -1.459
N -0.437 0.389 -0.376
C 0.425 1.144 0.703
C 0.509 2.614 0.328
H -0.486 -2.860 -1.924
H 0.430 -3.742 -0.777
H 1.189 0.143 -1.912
H -0.313 -0.350 -2.457
H -1.156 -0.291 0.038
H -1.206 0.981 -0.798
H 1.394 0.757 0.659
H -0.038 1.026 1.625
H 0.639 2.814 -0.792
H 1.580 2.887 0.620
H -0.402 2.954 0.778
H -1.050 -0.859 2.859
H -2.237 -0.234 2.542
O -1.609 -0.765 2.126
*
```


3 | A 2-piece molecular cluster, C4H13N2O2 overall. Source: OMol25; level of theory: ωB97M-V/def2-TZVPD.

For the highest occupied orbital energy, the calculation gives -13.52 eV. The value obtained for the lowest unoccupied orbital energy is -3.0614 eV.

```
! RIJCOSX wB97M-V def2-TZVPD def2/J DEFGRID3
* xyz 1 1
O 1.027 -0.866 1.772
C -0.104 -0.662 1.382
N -1.116 -0.471 2.263
C -2.515 -0.344 1.963
C -0.356 -0.505 -0.110
N 0.873 -0.069 -0.754
C 1.359 1.280 -0.407
H -0.833 -0.595 3.217
H -3.130 -1.250 1.960
H -3.050 0.279 2.684
H -2.648 0.183 1.017
H -0.597 -1.520 -0.450
H -1.261 0.059 -0.307
H 0.755 -0.066 -1.781
H 1.621 -0.749 -0.686
H 2.425 1.382 -0.573
H 1.248 1.424 0.673
H 0.763 2.104 -0.788
H 1.965 0.869 -3.598
H 1.689 -0.450 -4.176
O 1.884 -0.030 -3.299
*
```


Which structure is the most stable? The one labeled 1.


1 | C25H23I2N3O2PdS as an isolated structure. Source: OMol25; level of theory: ωB97M-V/def2-TZVPD.

For the highest occupied orbital energy (spin up / spin down), the calculation gives -7.36 / -7.36 eV. The value obtained for the lowest unoccupied orbital energy (spin up / spin down) is -0.9271 / -0.9217 eV.

```
! RIJCOSX wB97M-V def2-TZVPD def2/J DEFGRID3
* xyz 0 1
Pd 0.400 0.106 -0.361
C -1.041 -2.282 0.195
N 0.152 -2.015 -0.640
C 0.624 -3.036 -1.239
C 1.713 -3.120 -2.165
C 2.063 -4.236 -2.901
C 3.124 -3.864 -3.754
C 3.385 -2.532 -3.500
N 2.512 -2.086 -2.564
C -2.322 -1.821 -0.466
C -2.384 -0.624 -1.173
C -3.571 -0.190 -1.743
C -4.722 -0.958 -1.616
C -4.672 -2.157 -0.919
C -3.478 -2.586 -0.352
H -0.900 -1.756 1.140
H -1.122 -3.349 0.418
H 0.142 -4.000 -1.061
H 1.583 -5.200 -2.832
H 3.638 -4.485 -4.468
H 4.126 -1.874 -3.925
H -1.486 -0.013 -1.295
H -3.594 0.746 -2.287
H -5.650 -0.625 -2.063
H -5.562 -2.767 -0.822
H -3.444 -3.528 0.185
I -0.624 5.031 1.214
C 1.119 4.088 0.594
C 2.326 4.813 0.631
C 3.502 4.262 0.196
I 5.237 5.407 0.291
C 3.520 2.941 -0.316
C 4.665 2.246 -0.805
C 4.557 0.976 -1.278
C 3.278 0.338 -1.258
N 2.277 0.951 -0.814
C 2.304 2.249 -0.329
C 1.063 2.785 0.114
O 0.000 2.050 0.022
H 2.316 5.824 1.014
H 5.625 2.749 -0.803
H 5.423 0.450 -1.654
H 2.613 -1.200 -2.074
O 0.050 -0.080 2.109
S -0.437 1.161 2.837
C -2.022 1.610 2.058
C -3.134 1.388 3.084
C -2.682 0.205 3.938
C -1.253 0.557 4.333
H -2.089 0.905 1.226
H -1.941 2.617 1.657
H -4.092 1.219 2.592
H -3.241 2.272 3.719
H -2.683 -0.712 3.341
H -3.317 0.040 4.808
H -0.642 -0.266 4.700
H -1.231 1.376 5.058
*
```


2 | C25H23I2N3O2PdS as an isolated structure. Source: OMol25; level of theory: ωB97M-V/def2-TZVPD.

For the highest occupied orbital energy, the calculation gives -7.32 eV. The value obtained for the lowest unoccupied orbital energy is -0.2546 eV.

```
! RIJCOSX wB97M-V def2-TZVPD def2/J DEFGRID3
* xyz 0 1
Pd 0.214 -0.215 0.099
C -0.766 -0.226 3.048
N 0.344 -0.196 2.098
C 1.551 0.032 2.514
C 2.567 0.173 1.544
C 3.965 0.223 1.590
C 4.390 0.228 0.264
C 3.242 0.184 -0.534
N 2.145 0.167 0.233
C -0.870 1.038 3.876
C -0.882 2.286 3.255
C -1.000 3.438 4.017
C -1.113 3.361 5.400
C -1.082 2.123 6.021
C -0.955 0.968 5.260
H -0.668 -1.092 3.708
H -1.677 -0.366 2.466
H 1.772 0.119 3.576
H 4.578 0.234 2.478
H 5.410 0.255 -0.084
H 3.187 0.155 -1.612
H -0.788 2.340 2.176
H -1.000 4.409 3.537
H -1.226 4.262 5.989
H -1.154 2.054 7.099
H -0.917 0.003 5.752
I -3.373 -3.843 -0.011
C -2.372 -2.868 -1.562
C -2.545 -3.253 -2.887
C -1.896 -2.585 -3.904
I -2.244 -3.212 -5.882
C -1.008 -1.523 -3.630
C -0.316 -0.755 -4.578
C 0.506 0.269 -4.152
C 0.703 0.484 -2.797
N 0.100 -0.251 -1.877
C -0.806 -1.190 -2.264
C -1.544 -1.796 -1.203
O -1.446 -1.350 0.008
H -3.205 -4.074 -3.127
H -0.428 -0.956 -5.634
H 1.012 0.891 -4.876
H 1.364 1.249 -2.412
O -1.346 1.847 -0.224
S -2.265 2.657 -1.077
C -1.758 4.417 -0.886
C -2.556 4.994 0.272
C -3.964 4.429 0.112
C -3.791 2.929 -0.076
H -1.991 4.917 -1.828
H -0.681 4.408 -0.728
H -2.548 6.085 0.261
H -2.133 4.664 1.222
H -4.440 4.874 -0.765
H -4.592 4.641 0.979
H -4.636 2.459 -0.577
H -3.587 2.414 0.863
*
```


Which structure is the most stable? The one labeled 2.